C6H4FMoN2O8S2 | wB97M-V/def2-TZVPD

Last column: Mulliken charge in e.
Atoms and positions in Å:
1 Mo 1.6191 1.6452 -0.8808  1.80
2 O -0.3322 4.5187 0.3453  -0.49
3 S -0.4115 3.2131 -0.1693  1.23
4 O -1.6289 2.5580 -0.4611  -0.49
5 O 0.6040 3.0705 -1.4672  -0.68
6 O 0.5196 2.2594 0.6273  -0.60
7 F -2.7810 -2.7749 1.7781  -0.25
8 C -1.7441 -2.0502 1.4175  0.23
9 C -1.1282 -2.2430 0.2549  0.01
10 N -0.0353 -1.4622 -0.1246  0.10
11 C 0.6574 -1.7036 -1.4214  -0.65
12 C 0.5999 -0.3904 -2.1708  0.73
13 O -0.3876 0.1705 -2.5264  -0.39
14 O 1.8204 0.2319 -2.0758  -0.62
15 C 0.4171 -0.4659 0.6797  0.85
16 O 1.4174 0.2822 0.3912  -0.82
17 N -0.1944 -0.2931 1.8522  -0.04
18 C -1.3118 -1.0222 2.3605  0.27
19 O -1.7903 -0.7647 3.4198  -0.49
20 H -1.4446 -3.0027 -0.4440  0.39
21 H 0.1621 -2.4742 -2.0041  0.45
22 H 1.6757 -2.0072 -1.2051  0.33
23 H 0.1448 0.4574 2.4446  0.25
24 S 3.5523 2.2475 -0.6209  -0.12

## Properties
Net charge ... +1
Lowest unoccupied orbital energy ... -6.5052 eV
Energy relative to the best compared isomer or geometry (same formula, charge and spin) ... 93.5 kJ/mol